Version i
Formula: C40H110N10O10
Source: the OMol25 dataset
Level of theory: the ωB97M-V functional and the def2-TZVPD basis

Calculated values
**Structure (SMILES)**: COC[C@H](C)N.COC[C@H](C)N.COC[C@H](C)N.COC[C@H](C)N.COC[C@H](C)N.COC[C@H](C)N.COC[C@H](C)N.COC[C@H](C)N.COC[C@H](C)N.COC[C@H](C)N
**Kohn-Sham gap**: 8.93 eV
**LUMO energy**: 0.4203 eV
**M**: 891.38 g/mol

Last columns: bonded neighbours and bond lengths (Å).
Positions of all 170 atoms, in Å:
1 C -13.34475 2.65144 19.49087  C2 1.490, H7 1.090, H8 1.090, H9 1.090
2 C -13.96869 1.42083 18.92833  C1 1.490, C3 1.534, N6 1.407, H10 1.090
3 C -15.43986 1.59803 18.53078  C2 1.534, O4 1.458, H11 1.090, H12 1.090
4 O -16.13972 1.80882 19.79231  C3 1.458, C5 1.473
5 C -17.42008 2.49767 19.55466  O4 1.473, H13 1.090, H14 1.090, H15 1.090
6 N -13.16524 0.99104 17.85608  C2 1.407, H16 1.010, H17 1.010
7 H -12.31307 2.40139 19.73825  C1 1.090
8 H -13.79599 2.82238 20.46824  C1 1.090
9 H -13.38078 3.48113 18.78487  C1 1.090
10 H -13.88934 0.67348 19.71780  C2 1.090
11 H -15.77400 0.64432 18.12226  C3 1.090
12 H -15.68545 2.37494 17.80677  C3 1.090
13 H -18.15275 2.02727 18.89892  C5 1.090
14 H -17.12965 3.50069 19.24205  C5 1.090
15 H -17.93998 2.63681 20.50251  C5 1.090
16 H -13.64304 0.27263 17.33100  N6 1.010
17 H -12.35462 0.52728 18.24068  N6 1.010
18 C -25.35053 6.06496 17.59690  C19 1.551, H24 1.090, H25 1.090, H26 1.090
19 C -24.01059 5.85782 16.84400  C18 1.551, C20 1.563, N23 1.493, H27 1.090
20 C -22.81540 5.81089 17.84988  C19 1.563, O21 1.456, H28 1.090, H29 1.090
21 O -21.52605 5.98551 17.19709  C20 1.456, C22 1.409
22 C -20.39703 5.57389 17.93364  O21 1.409, H30 1.090, H31 1.090, H32 1.090
23 N -24.09643 4.68882 15.91936  C19 1.493, H33 1.010, H34 1.010
24 H -25.47202 7.07917 17.97732  C18 1.090
25 H -25.37798 5.40215 18.46180  C18 1.090
26 H -26.32223 5.90340 17.13023  C18 1.090
27 H -23.97205 6.71359 16.16999  C19 1.090
28 H -22.78746 4.82805 18.32034  C20 1.090
29 H -22.83942 6.61835 18.58169  C20 1.090
30 H -20.11142 6.31972 18.67544  C22 1.090
31 H -19.52145 5.40787 17.30601  C22 1.090
32 H -20.54328 4.62544 18.45048  C22 1.090
33 H -23.32582 4.96693 15.32867  N23 1.010
34 H -23.64124 3.93233 16.40989  N23 1.010
35 C -21.05960 7.45139 26.35587  C36 1.532, H41 1.090, H42 1.090, H43 1.090
36 C -21.91804 6.55615 25.45588  C35 1.532, C37 1.537, N40 1.438, H44 1.090
37 C -21.46091 5.10632 25.22964  C36 1.537, O38 1.430, H45 1.090, H46 1.090
38 O -21.82570 4.71172 23.90487  C37 1.430, C39 1.424
39 C -21.20444 3.49008 23.51740  O38 1.424, H47 1.090, H48 1.090, H49 1.090
40 N -23.27626 6.68621 25.91125  C36 1.438, H50 1.010, H51 1.010
41 H -21.09945 7.15300 27.40348  C35 1.090
42 H -21.46385 8.46364 26.34978  C35 1.090
43 H -20.03409 7.62016 26.02732  C35 1.090
44 H -21.77695 7.09734 24.52029  C36 1.090
45 H -21.82674 4.43559 26.00707  C37 1.090
46 H -20.37195 5.06264 25.24864  C37 1.090
47 H -21.55235 2.67137 24.14728  C39 1.090
48 H -20.12508 3.62245 23.59198  C39 1.090
49 H -21.48052 3.18365 22.50844  C39 1.090
50 H -23.34772 7.68793 26.01874  N40 1.010
51 H -23.84395 6.49359 25.09840  N40 1.010
52 C -20.23100 3.63693 28.74839  C53 1.491, H58 1.090, H59 1.090, H60 1.090
53 C -18.75174 3.73285 28.90673  C52 1.491, C54 1.551, N57 1.446, H61 1.090
54 C -18.11965 4.90140 28.10597  C53 1.551, O55 1.411, H62 1.090, H63 1.090
55 O -18.09626 4.61036 26.72597  C54 1.411, C56 1.422
56 C -17.39266 5.55593 25.93108  O55 1.422, H64 1.090, H65 1.090, H66 1.090
57 N -18.44350 4.00085 30.29355  C53 1.446, H67 1.010, H68 1.010
58 H -20.48128 3.48004 27.69918  C52 1.090
59 H -20.69242 4.58733 29.01662  C52 1.090
60 H -20.70462 2.87802 29.37116  C52 1.090
61 H -18.29624 2.76207 28.71126  C53 1.090
62 H -17.07845 4.99130 28.41569  C54 1.090
63 H -18.60385 5.86994 28.23082  C54 1.090
64 H -16.32819 5.61815 26.15723  C56 1.090
65 H -17.86678 6.52978 26.05327  C56 1.090
66 H -17.36832 5.30223 24.87130  C56 1.090
67 H -18.78580 3.24253 30.86616  N57 1.010
68 H -18.86508 4.86299 30.60830  N57 1.010
69 C -14.20293 3.23910 24.86275  C70 1.540, H75 1.090, H76 1.090, H77 1.090
70 C -13.21473 3.16977 23.68412  C69 1.540, C71 1.526, N74 1.464, H78 1.090
71 C -11.80204 3.64229 24.01305  C70 1.526, O72 1.424, H79 1.090, H80 1.090
72 O -10.97676 3.44470 22.87009  C71 1.424, C73 1.385
73 C -9.63556 3.72166 23.07541  O72 1.385, H81 1.090, H82 1.090, H83 1.090
74 N -13.23680 1.79061 23.19437  C70 1.464, H84 1.010, H85 1.010
75 H -15.22360 3.17452 24.48571  C69 1.090
76 H -14.04651 4.22571 25.29889  C69 1.090
77 H -14.06910 2.40735 25.55440  C69 1.090
78 H -13.65280 3.76933 22.88618  C70 1.090
79 H -11.41210 3.03178 24.82749  C71 1.090
80 H -11.83111 4.66259 24.39546  C71 1.090
81 H -9.28306 4.38923 22.28917  C73 1.090
82 H -9.07595 2.79181 22.97395  C73 1.090
83 H -9.31194 4.20092 23.99936  C73 1.090
84 H -12.99196 1.13914 23.92631  N74 1.010
85 H -12.44176 1.66646 22.58397  N74 1.010
86 C -21.31430 9.42199 17.80396  C87 1.548, H92 1.090, H93 1.090, H94 1.090
87 C -21.04970 9.47195 16.27926  C86 1.548, C88 1.552, N91 1.430, H95 1.090
88 C -19.64216 8.91191 15.94131  C87 1.552, O89 1.406, H96 1.090, H97 1.090
89 O -19.47834 8.82747 14.54728  C88 1.406, C90 1.440
90 C -18.13414 8.83422 14.03119  O89 1.440, H98 1.090, H99 1.090, H100 1.090
91 N -22.11226 8.69497 15.72031  C87 1.430, H101 1.010, H102 1.010
92 H -21.36380 8.40021 18.18027  C86 1.090
93 H -22.30930 9.83893 17.95967  C86 1.090
94 H -20.57104 10.01565 18.33615  C86 1.090
95 H -21.14212 10.47699 15.86759  C87 1.090
96 H -19.47131 7.92526 16.37190  C88 1.090
97 H -18.94379 9.67251 16.29044  C88 1.090
98 H -17.56117 8.04431 14.51684  C90 1.090
99 H -17.57155 9.73679 14.26980  C90 1.090
100 H -18.07270 8.63466 12.96137  C90 1.090
101 H -21.83240 8.35952 14.80967  N91 1.010
102 H -21.99884 7.79676 16.16803  N91 1.010
103 C -16.64027 7.69541 18.67971  C104 1.563, H109 1.090, H110 1.090, H111 1.090
104 C -16.32725 9.22135 18.55470  C103 1.563, C105 1.521, N108 1.474, H112 1.090
105 C -16.84010 10.08363 19.69788  C104 1.521, O106 1.410, H113 1.090, H114 1.090
106 O -18.23313 9.90875 19.82889  C105 1.410, C107 1.436
107 C -18.90220 10.85877 20.67335  O106 1.436, H115 1.090, H116 1.090, H117 1.090
108 N -14.87082 9.43851 18.49563  C104 1.474, H118 1.010, H119 1.010
109 H -17.70319 7.54951 18.48733  C103 1.090
110 H -16.42003 7.41191 19.70890  C103 1.090
111 H -16.11017 7.07669 17.95564  C103 1.090
112 H -16.81414 9.52392 17.62762  C104 1.090
113 H -16.72583 11.14823 19.49379  C105 1.090
114 H -16.37214 9.89738 20.66455  C105 1.090
115 H -19.93115 10.53253 20.82478  C107 1.090
116 H -18.97331 11.85337 20.23310  C107 1.090
117 H -18.39723 10.83575 21.63904  C107 1.090
118 H -14.75883 10.43156 18.34928  N108 1.010
119 H -14.34693 9.11776 17.69391  N108 1.010
120 C -24.92025 7.80047 21.41925  C121 1.537, H126 1.090, H127 1.090, H128 1.090
121 C -23.42845 8.09568 21.64395  C120 1.537, C122 1.531, N125 1.456, H129 1.090
122 C -23.19947 9.13069 22.74825  C121 1.531, O123 1.403, H130 1.090, H131 1.090
123 O -21.84013 9.39886 22.96788  C122 1.403, C124 1.381
124 C -21.67302 10.56075 23.69531  O123 1.381, H132 1.090, H133 1.090, H134 1.090
125 N -22.78984 6.82096 21.94000  C121 1.456, H135 1.010, H136 1.010
126 H -25.37784 7.35542 22.30278  C120 1.090
127 H -24.99838 7.13028 20.56320  C120 1.090
128 H -25.35822 8.71735 21.02476  C120 1.090
129 H -23.05124 8.52575 20.71613  C121 1.090
130 H -23.71360 8.90652 23.68288  C122 1.090
131 H -23.61128 10.06635 22.37002  C122 1.090
132 H -22.26612 11.40124 23.33489  C124 1.090
133 H -20.60719 10.74801 23.82592  C124 1.090
134 H -21.99074 10.28644 24.70124  C124 1.090
135 H -21.99449 6.74282 21.32241  N125 1.010
136 H -22.43015 6.75625 22.88156  N125 1.010
137 C -18.92804 7.58388 23.16229  C138 1.561, H143 1.090, H144 1.090, H145 1.090
138 C -18.89318 7.21189 21.64657  C137 1.561, C139 1.536, N142 1.432, H146 1.090
139 C -18.84692 5.69906 21.38196  C138 1.536, O140 1.447, H147 1.090, H148 1.090
140 O -17.92926 4.98906 22.24597  C139 1.447, C141 1.414
141 C -16.58020 5.31586 21.97648  O140 1.414, H149 1.090, H150 1.090, H151 1.090
142 N -20.05883 7.78039 21.03965  C138 1.432, H152 1.010, H153 1.010
143 H -19.64933 7.11542 23.83190  C137 1.090
144 H -19.06865 8.66427 23.19527  C137 1.090
145 H -17.94830 7.32916 23.56644  C137 1.090
146 H -18.01007 7.62281 21.15734  C138 1.090
147 H -18.64030 5.51460 20.32774  C139 1.090
148 H -19.79852 5.18426 21.51439  C139 1.090
149 H -16.43142 5.47760 20.90886  C141 1.090
150 H -15.95059 4.43383 22.09358  C141 1.090
151 H -16.31553 6.18572 22.57765  C141 1.090
152 H -20.46306 8.49262 21.63077  N142 1.010
153 H -19.71318 8.36601 20.29286  N142 1.010
154 C -13.72226 8.62693 24.30911  C155 1.520, H160 1.090, H161 1.090, H162 1.090
155 C -14.79082 9.20178 23.39415  C154 1.520, C156 1.531, N159 1.457, H163 1.090
156 C -15.68202 10.23933 24.08277  C155 1.531, O157 1.417, H164 1.090, H165 1.090
157 O -16.47312 9.45353 24.95708  C156 1.417, C158 1.443
158 C -17.29558 10.15518 25.91322  O157 1.443, H166 1.090, H167 1.090, H168 1.090
159 N -14.11408 9.82418 22.26335  C155 1.457, H169 1.010, H170 1.010
160 H -13.41303 9.39903 25.01360  C154 1.090
161 H -12.80694 8.28680 23.82478  C154 1.090
162 H -14.17095 7.84859 24.92634  C154 1.090
163 H -15.49673 8.49527 22.95755  C155 1.090
164 H -16.26076 10.71061 23.28837  C156 1.090
165 H -15.09966 11.01746 24.57619  C156 1.090
166 H -17.71024 9.36849 26.54351  C158 1.090
167 H -18.16272 10.57598 25.40422  C158 1.090
168 H -16.81189 10.92414 26.51559  C158 1.090
169 H -14.73822 10.17240 21.54970  N159 1.010
170 H -13.52501 9.15884 21.78334  N159 1.010

---

Version ii
Formula: C40H110N10O10
Source: the OMol25 dataset
Level of theory: the ωB97M-V functional and the def2-TZVPD basis

Calculated values
**Structure (SMILES)**: COC[C@H](C)N.COC[C@H](C)N.COC[C@H](C)N.COC[C@H](C)N.COC[C@H](C)N.COC[C@H](C)N.COC[C@H](C)N.COC[C@H](C)N.COC[C@H](C)N.COC[C@H](C)N
**Kohn-Sham gap**: 9.30 eV
**LUMO energy**: 0.4049 eV
**M**: 891.38 g/mol

Last columns: bonded neighbours and bond lengths (Å).
Positions of all 170 atoms, in Å:
1 C 0.71409 12.39161 -2.21490  C2 1.545, H7 1.090, H8 1.090, H9 1.090
2 C 0.81948 12.21390 -0.68390  C1 1.545, C3 1.514, N6 1.464, H10 1.090
3 C -0.46647 12.38622 0.09611  C2 1.514, O4 1.439, H11 1.090, H12 1.090
4 O -1.12982 13.61479 -0.25284  C3 1.439, C5 1.372
5 C -2.28459 13.82094 0.45968  O4 1.372, H13 1.090, H14 1.090, H15 1.090
6 N 1.50396 10.96040 -0.36068  C2 1.464, H16 1.010, H17 1.010
7 H 0.06541 13.17874 -2.59928  C1 1.090
8 H 0.25122 11.49389 -2.62472  C1 1.090
9 H 1.67619 12.58768 -2.68819  C1 1.090
10 H 1.42635 12.99505 -0.22604  C2 1.090
11 H -0.05508 12.48034 1.10110  C3 1.090
12 H -1.10627 11.51120 -0.01832  C3 1.090
13 H -2.22554 13.96497 1.53851  C5 1.090
14 H -3.09052 13.14429 0.17558  C5 1.090
15 H -2.63886 14.81262 0.17835  C5 1.090
16 H 2.12805 11.03379 -1.15139  N6 1.010
17 H 0.85001 10.20493 -0.50799  N6 1.010
18 C 3.07024 -10.69802 3.27528  C19 1.582, H24 1.090, H25 1.090, H26 1.090
19 C 4.24285 -9.74798 3.74902  C18 1.582, C20 1.597, N23 1.440, H27 1.090
20 C 4.46285 -8.29497 3.12368  C19 1.597, O21 1.450, H28 1.090, H29 1.090
21 O 4.64428 -8.36102 1.68637  C20 1.450, C22 1.476
22 C 3.83343 -7.35215 0.97736  O21 1.476, H30 1.090, H31 1.090, H32 1.090
23 N 3.99153 -9.49942 5.14529  C19 1.440, H33 1.010, H34 1.010
24 H 2.16875 -10.08534 3.28156  C18 1.090
25 H 3.00991 -11.64865 3.80514  C18 1.090
26 H 3.09886 -10.92095 2.20871  C18 1.090
27 H 5.07667 -10.43393 3.59968  C19 1.090
28 H 5.22188 -7.71837 3.65235  C20 1.090
29 H 3.59308 -7.67062 3.32811  C20 1.090
30 H 4.08424 -6.36184 1.35747  C22 1.090
31 H 2.76551 -7.44012 1.17717  C22 1.090
32 H 3.95548 -7.49048 -0.09692  C22 1.090
33 H 4.85242 -9.35546 5.65346  N23 1.010
34 H 3.62115 -10.28095 5.66694  N23 1.010
35 C 1.10923 3.13506 0.53886  C36 1.456, H41 1.090, H42 1.090, H43 1.090
36 C 0.80526 2.51526 -0.74363  C35 1.456, C37 1.579, N40 1.458, H44 1.090
37 C -0.11295 1.23353 -0.66306  C36 1.579, O38 1.427, H45 1.090, H46 1.090
38 O 0.52922 0.28597 -1.51563  C37 1.427, C39 1.420
39 C -0.09791 -0.98585 -1.44956  O38 1.420, H47 1.090, H48 1.090, H49 1.090
40 N 0.10071 3.41829 -1.64608  C36 1.458, H50 1.010, H51 1.010
41 H 1.88729 3.86144 0.30418  C35 1.090
42 H 1.37145 2.51958 1.39941  C35 1.090
43 H 0.24767 3.72792 0.84602  C35 1.090
44 H 1.74227 2.37609 -1.28285  C36 1.090
45 H -1.17588 1.42735 -0.80706  C37 1.090
46 H -0.15804 0.77704 0.32573  C37 1.090
47 H -1.18690 -1.01035 -1.40957  C39 1.090
48 H 0.32983 -1.42995 -0.55072  C39 1.090
49 H 0.15657 -1.52986 -2.35917  C39 1.090
50 H -0.55278 3.87403 -1.02530  N40 1.010
51 H -0.43544 2.74725 -2.17744  N40 1.010
52 C -4.42962 2.60500 6.44710  C53 1.540, H58 1.090, H59 1.090, H60 1.090
53 C -5.09359 1.51624 7.31118  C52 1.540, C54 1.498, N57 1.513, H61 1.090
54 C -5.18308 1.89603 8.75714  C53 1.498, O55 1.417, H62 1.090, H63 1.090
55 O -5.33745 0.76313 9.59463  C54 1.417, C56 1.439
56 C -6.69466 0.32548 9.79091  O55 1.439, H64 1.090, H65 1.090, H66 1.090
57 N -6.42760 1.40874 6.60645  C53 1.513, H67 1.010, H68 1.010
58 H -3.34234 2.55222 6.50309  C52 1.090
59 H -4.84299 3.51123 6.88979  C52 1.090
60 H -4.57495 2.60097 5.36684  C52 1.090
61 H -4.52564 0.58649 7.27806  C53 1.090
62 H -5.94508 2.66690 8.87217  C54 1.090
63 H -4.21494 2.29628 9.05814  C54 1.090
64 H -7.45265 1.10877 9.79338  C56 1.090
65 H -6.92482 -0.27721 10.66948  C56 1.090
66 H -6.95871 -0.45919 9.08192  C56 1.090
67 H -6.96131 0.66868 7.03954  N57 1.010
68 H -6.25708 1.06218 5.67322  N57 1.010
69 C 1.75423 5.94074 -10.67559  C70 1.621, H75 1.090, H76 1.090, H77 1.090
70 C 2.98649 5.01426 -10.17369  C69 1.621, C71 1.484, N74 1.427, H78 1.090
71 C 2.61915 4.25812 -8.95068  C70 1.484, O72 1.408, H79 1.090, H80 1.090
72 O 1.42491 3.57393 -9.24663  C71 1.408, C73 1.441
73 C 0.92581 2.89637 -8.07750  O72 1.441, H81 1.090, H82 1.090, H83 1.090
74 N 3.54769 4.16143 -11.17099  C70 1.427, H84 1.010, H85 1.010
75 H 0.84771 5.80568 -10.08562  C69 1.090
76 H 1.49635 5.85158 -11.73088  C69 1.090
77 H 1.93753 6.98144 -10.40830  C69 1.090
78 H 3.70604 5.69850 -9.72407  C70 1.090
79 H 2.63730 4.86546 -8.04574  C71 1.090
80 H 3.39987 3.50540 -8.84113  C71 1.090
81 H 0.37261 1.97559 -8.26254  C73 1.090
82 H 0.28386 3.50468 -7.44035  C73 1.090
83 H 1.75234 2.41270 -7.55693  C73 1.090
84 H 2.80602 3.49686 -11.33945  N74 1.010
85 H 3.85202 4.49097 -12.07591  N74 1.010
86 C 4.49606 -1.03713 6.87093  C87 1.521, H92 1.090, H93 1.090, H94 1.090
87 C 5.60984 -0.19980 6.26170  C86 1.521, C88 1.523, N91 1.432, H95 1.090
88 C 6.01208 0.89561 7.24066  C87 1.523, O89 1.429, H96 1.090, H97 1.090
89 O 7.12811 1.61902 6.71762  C88 1.429, C90 1.408
90 C 7.48530 2.66732 7.58760  O89 1.408, H98 1.090, H99 1.090, H100 1.090
91 N 6.63435 -1.12027 5.86923  C87 1.432, H101 1.010, H102 1.010
92 H 4.24394 -1.87106 6.21587  C86 1.090
93 H 3.51677 -0.58652 7.03232  C86 1.090
94 H 4.77245 -1.43390 7.84779  C86 1.090
95 H 5.30106 0.21484 5.30210  C87 1.090
96 H 6.20385 0.46969 8.22550  C88 1.090
97 H 5.13126 1.53750 7.25659  C88 1.090
98 H 7.49560 2.28382 8.60785  C90 1.090
99 H 6.76731 3.48688 7.55727  C90 1.090
100 H 8.43410 3.08859 7.25529  C90 1.090
101 H 7.40208 -0.69873 6.37221  N91 1.010
102 H 7.00228 -0.90936 4.95258  N91 1.010
103 C -3.49852 -13.87075 -3.05902  C104 1.573, H109 1.090, H110 1.090, H111 1.090
104 C -2.03838 -13.31530 -3.24370  C103 1.573, C105 1.550, N108 1.432, H112 1.090
105 C -1.68738 -11.98426 -2.53133  C104 1.550, O106 1.468, H113 1.090, H114 1.090
106 O -2.90770 -11.18015 -2.38851  C105 1.468, C107 1.396
107 C -2.87721 -9.84988 -2.81144  O106 1.396, H115 1.090, H116 1.090, H117 1.090
108 N -1.21062 -14.39956 -2.80641  C104 1.432, H118 1.010, H119 1.010
109 H -3.92025 -13.56589 -2.10126  C103 1.090
110 H -3.61412 -14.93851 -3.24508  C103 1.090
111 H -4.06612 -13.26604 -3.76630  C103 1.090
112 H -1.99368 -13.14701 -4.31970  C104 1.090
113 H -0.77527 -11.51998 -2.90630  C105 1.090
114 H -1.61065 -12.41808 -1.53432  C105 1.090
115 H -3.72754 -9.49692 -2.22794  C107 1.090
116 H -2.93011 -9.87920 -3.89976  C107 1.090
117 H -2.02302 -9.25088 -2.49574  C107 1.090
118 H -1.53333 -14.76875 -1.92342  N108 1.010
119 H -1.28320 -15.18474 -3.43755  N108 1.010
120 C -0.21977 8.96667 7.70537  C121 1.468, H126 1.090, H127 1.090, H128 1.090
121 C 0.41493 10.23206 8.09204  C120 1.468, C122 1.556, N125 1.445, H129 1.090
122 C -0.17745 10.97532 9.32410  C121 1.556, O123 1.493, H130 1.090, H131 1.090
123 O -1.32084 11.91587 9.13302  C122 1.493, C124 1.420
124 C -1.06707 12.85909 8.10268  O123 1.420, H132 1.090, H133 1.090, H134 1.090
125 N 1.83359 9.97467 8.18929  C121 1.445, H135 1.010, H136 1.010
126 H 0.09257 8.59837 6.72818  C120 1.090
127 H -1.25786 9.27325 7.57708  C120 1.090
128 H -0.03025 8.15303 8.40550  C120 1.090
129 H 0.14500 10.90219 7.27584  C121 1.090
130 H 0.66063 11.51284 9.76772  C122 1.090
131 H -0.61052 10.17591 9.92534  C122 1.090
132 H -1.15592 12.30929 7.16570  C124 1.090
133 H -0.07637 13.31093 8.05326  C124 1.090
134 H -1.65908 13.77423 8.09013  C124 1.090
135 H 1.99182 9.77635 7.21167  N125 1.010
136 H 2.01475 9.15088 8.74484  N125 1.010
137 C -5.99441 -2.55468 -4.87901  C138 1.559, H143 1.090, H144 1.090, H145 1.090
138 C -7.43691 -2.73351 -4.31607  C137 1.559, C139 1.555, N142 1.402, H146 1.090
139 C -7.93456 -1.59738 -3.37765  C138 1.555, O140 1.393, H147 1.090, H148 1.090
140 O -7.19317 -1.48386 -2.20368  C139 1.393, C141 1.413
141 C -7.19548 -0.24966 -1.51632  O140 1.413, H149 1.090, H150 1.090, H151 1.090
142 N -8.31679 -2.89079 -5.39633  C138 1.402, H152 1.010, H153 1.010
143 H -5.66670 -3.48750 -5.33787  C137 1.090
144 H -5.47646 -2.21922 -3.98051  C137 1.090
145 H -5.82164 -1.84694 -5.68978  C137 1.090
146 H -7.53963 -3.59125 -3.65137  C138 1.090
147 H -8.96655 -1.72658 -3.05145  C139 1.090
148 H -7.82122 -0.65465 -3.91292  C139 1.090
149 H -8.07680 -0.06614 -0.90176  C141 1.090
150 H -7.08392 0.61356 -2.17246  C141 1.090
151 H -6.34053 -0.14010 -0.84912  C141 1.090
152 H -8.04742 -3.72824 -5.89252  N142 1.010
153 H -9.02428 -3.28489 -4.79280  N142 1.010
154 C 3.51511 -6.44887 -7.54457  C155 1.531, H160 1.090, H161 1.090, H162 1.090
155 C 2.74262 -7.14953 -8.66535  C154 1.531, C156 1.560, N159 1.394, H163 1.090
156 C 2.38320 -8.65439 -8.46498  C155 1.560, O157 1.385, H164 1.090, H165 1.090
157 O 3.46858 -9.50996 -8.37030  C156 1.385, C158 1.406
158 C 4.59211 -9.56595 -9.21376  O157 1.406, H166 1.090, H167 1.090, H168 1.090
159 N 1.61762 -6.35373 -8.87528  C155 1.394, H169 1.010, H170 1.010
160 H 3.86940 -5.45228 -7.80800  C154 1.090
161 H 4.46175 -6.97998 -7.44518  C154 1.090
162 H 3.06806 -6.46235 -6.55056  C154 1.090
163 H 3.40724 -7.01608 -9.51892  C155 1.090
164 H 1.81342 -9.11244 -9.27345  C156 1.090
165 H 1.73418 -8.81911 -7.60489  C156 1.090
166 H 4.35605 -9.08472 -10.16286  C158 1.090
167 H 4.87539 -10.59648 -9.42794  C158 1.090
168 H 5.50132 -9.05342 -8.89950  C158 1.090
169 H 1.07859 -6.51515 -9.71402  N159 1.010
170 H 2.06093 -5.45941 -9.02945  N159 1.010

---

Verdict on stability: version i comes out on top.